Formula: C17H32ClN2O4PS
Source: the Open Molecules 2025 dataset
Level of theory: ωB97M-V/def2-TZVPD

Bonds (Å) are listed after each position.
Cartesian coordinates (Å):
1 Cl -2.364 5.300 -2.091  C25 1.874
2 S -5.765 3.669 1.077  P3 1.979
3 P -4.546 3.431 -0.463  S2 1.979, C11 1.931, H33 1.435, H47 1.437
4 O 1.091 -1.176 1.193  C21 1.424, H28 0.969
5 O 0.216 -6.769 -3.195  C17 1.422, H34 0.968
6 O 1.947 -4.948 -0.598  C20 1.424, H42 0.968
7 O 1.625 5.319 2.936  C13 1.422, H38 0.968
8 N -1.044 1.641 -2.415  C18 1.231
9 N -2.811 6.180 1.732  C26 1.230
10 C 1.344 2.254 0.553  C23 1.327, H48 1.158
11 C -2.769 3.777 0.209  P3 1.931, C14 1.617, C25 1.616, C26 1.634
12 C -0.235 4.545 -0.439  C23 1.631, C25 1.620, H29 1.149, H31 1.156
13 C 1.263 6.694 2.890  O7 1.422, C24 1.515, H43 1.093, H50 1.095
14 C -2.443 2.568 1.231  C11 1.617, C22 1.470, H54 1.154
15 C 3.783 -6.386 -1.198  C20 1.516, H40 1.094, H51 1.094, H57 1.093
16 C -1.882 -6.038 -4.125  C17 1.515, H32 1.094, H35 1.093, H52 1.094
17 C -1.172 -6.623 -2.921  O5 1.422, C16 1.515, H41 1.095, H56 1.092
18 C -1.483 2.674 -1.910  N8 1.231, C25 1.632
19 C 3.218 -2.293 1.020  C21 1.515, H27 1.094, H37 1.093, H49 1.094
20 C 2.341 -6.309 -0.738  O6 1.424, C15 1.516, H36 1.093, H53 1.094
21 C 1.750 -2.426 1.369  O4 1.424, C19 1.515, H39 1.093, H58 1.093
22 C -2.489 1.144 0.869  C14 1.470, H44 1.148, H46 1.160
23 C 0.676 3.276 0.033  C10 1.327, C12 1.631
24 C 0.402 7.047 4.086  C13 1.515, H30 1.094, H45 1.094, H55 1.093
25 C -1.665 3.984 -0.954  Cl1 1.874, C11 1.616, C12 1.620, C18 1.632
26 C -2.936 5.109 1.140  N9 1.230, C11 1.634
27 H 3.696 -1.536 1.649  C19 1.094
28 H 1.194 -0.921 0.264  O4 0.969
29 H -0.298 5.297 0.426  C12 1.149
30 H 0.938 6.842 5.018  C24 1.094
31 H 0.284 5.014 -1.359  C12 1.156
32 H -1.748 -6.680 -5.000  C16 1.094
33 H -4.727 2.072 -0.891  P3 1.435
34 H 0.568 -5.889 -3.398  O5 0.968
35 H -2.952 -5.925 -3.931  C16 1.093
36 H 2.223 -6.799 0.231  C20 1.093
37 H 3.739 -3.244 1.156  C19 1.093
38 H 0.807 4.801 2.926  O7 0.968
39 H 1.631 -2.728 2.413  C21 1.093
40 H 3.911 -5.878 -2.159  C15 1.094
41 H -1.291 -5.978 -2.045  C17 1.095
42 H 2.047 -4.524 -1.462  O6 0.968
43 H 2.181 7.286 2.891  C13 1.093
44 H -3.442 0.588 0.556  C22 1.148
45 H -0.508 6.440 4.101  C24 1.094
46 H -1.461 0.607 0.856  C22 1.160
47 H -4.953 4.364 -1.478  P3 1.437
48 H 1.571 1.333 1.217  C10 1.158
49 H 3.341 -1.969 -0.018  C19 1.094
50 H 0.728 6.885 1.954  C13 1.095
51 H 4.443 -5.886 -0.483  C15 1.094
52 H -1.466 -5.059 -4.382  C16 1.094
53 H 1.674 -6.796 -1.455  C20 1.094
54 H -2.158 2.822 2.320  C14 1.154
55 H 0.120 8.103 4.066  C24 1.093
56 H -1.575 -7.609 -2.682  C17 1.092
57 H 4.103 -7.426 -1.306  C15 1.093
58 H 1.263 -3.173 0.737  C21 1.093

Computed properties:
LUMO level	-1.3	eV
M	426.947	g mol⁻¹
structure (SMILES)	C#CC[C@@](Cl)(C#N)[C@](C#N)(C=C)[PH2]=S.CCO.CCO.CCO.CCO
maximum force	8.0	eV Å⁻¹
E_HOMO	-8.66	eV
HOMO-LUMO gap	7.38	eV

---

Formula: C18H19ClN2O4S
Source: the Open Molecules 2025 dataset
Level of theory: ωB97M-V/def2-TZVPD

Bonds (Å) are listed after each position.
Cartesian coordinates (Å):
1 Cl -8.902 -1.438 0.257  C12 1.726
2 S 2.589 -0.733 -0.867  O4 1.435, O6 1.428, N8 1.688, C21 1.795
3 O 5.424 -0.079 -0.647  C9 1.419, C25 1.417
4 O 3.122 -2.026 -0.548  S2 1.435
5 O -3.964 -2.064 -0.004  C10 1.211
6 O 2.884 -0.092 -2.109  S2 1.428
7 N -4.075 0.197 -0.314  C10 1.367, C17 1.396, H31 1.011
8 N 2.861 0.329 0.416  S2 1.688, C24 1.442, H37 1.010
9 C 6.048 -1.131 0.073  O3 1.419, C22 1.528, H32 1.097, H34 1.092
10 C -3.426 -1.003 -0.230  O5 1.211, N7 1.367, C15 1.498
11 C -6.391 -0.537 -0.041  C12 1.384, C17 1.391, H35 1.077
12 C -7.727 -0.189 0.053  Cl1 1.726, C11 1.384, C13 1.386
13 C -8.142 1.131 -0.013  C12 1.386, C20 1.384, H44 1.078
14 C -5.849 1.798 -0.272  C17 1.395, C20 1.381, H38 1.081
15 C -1.944 -0.894 -0.420  C10 1.498, C18 1.394, C23 1.393
16 C 0.022 0.065 -1.416  C18 1.384, C21 1.381, H40 1.078
17 C -5.440 0.466 -0.204  N7 1.396, C11 1.391, C14 1.395
18 C -1.354 0.036 -1.273  C15 1.394, C16 1.384, H45 1.081
19 C 0.231 -1.775 0.120  C21 1.382, C23 1.383, H43 1.078
20 C -7.188 2.121 -0.176  C13 1.384, C14 1.381, H42 1.079
21 C 0.803 -0.831 -0.711  S2 1.795, C16 1.381, C19 1.382
22 C 6.717 -0.476 1.281  C9 1.528, C26 1.527, H33 1.087, H41 1.091
23 C -1.144 -1.811 0.260  C15 1.393, C19 1.383, H30 1.079
24 C 3.743 1.442 0.164  N8 1.442, C25 1.539, H36 1.094, H39 1.090
25 C 5.229 1.045 0.193  O3 1.417, C24 1.539, C26 1.537, H28 1.101
26 C 5.747 0.662 1.588  C22 1.527, C25 1.537, H27 1.092, H29 1.088
27 H 4.927 0.302 2.215  C26 1.092
28 H 5.815 1.882 -0.217  C25 1.101
29 H 6.220 1.504 2.088  C26 1.088
30 H -1.623 -2.546 0.889  C23 1.079
31 H -3.498 1.018 -0.437  N7 1.011
32 H 5.290 -1.864 0.377  C9 1.097
33 H 6.845 -1.168 2.110  C22 1.087
34 H 6.753 -1.619 -0.603  C9 1.092
35 H -6.086 -1.569 0.014  C11 1.077
36 H 3.547 2.234 0.894  C24 1.094
37 H 3.129 -0.211 1.227  N8 1.010
38 H -5.112 2.578 -0.400  C14 1.081
39 H 3.494 1.792 -0.838  C24 1.090
40 H 0.508 0.761 -2.081  C16 1.078
41 H 7.691 -0.074 0.999  C22 1.091
42 H -7.494 3.155 -0.230  C20 1.079
43 H 0.871 -2.479 0.628  C19 1.078
44 H -9.189 1.377 0.063  C13 1.078
45 H -1.960 0.714 -1.857  C18 1.081

Computed properties:
LUMO level	0.1	eV
M	394.880	g mol⁻¹
energy relative to the best compared isomer or geometry (same formula, charge and spin)	28.31	kcal/mol
structure (SMILES)	O=C(Nc1cccc(Cl)c1)c1ccc(S(=O)(=O)NC[C@H]2CCCO2)cc1
maximum force	1.0	eV Å⁻¹
E_HOMO	-8.83	eV
HOMO-LUMO gap	8.89	eV

---

Formula: C3H8N2O2
Source: the Open Molecules 2025 dataset
Level of theory: ωB97M-V/def2-TZVPD

Bonds (Å) are listed after each position.
Cartesian coordinates (Å):
1 O 0.893 -0.522 -2.161  H9 1.031, H11 1.058
2 O -1.525 0.126 -1.181  H10 0.974, H14 0.961
3 N -0.810 -0.302 1.598  C5 1.355, C6 1.330
4 N 1.185 -0.297 0.791  C6 1.324, C7 1.325, H15 1.099
5 C -0.427 0.986 1.423  N3 1.355, C7 1.386, H12 1.085
6 C 0.252 -1.059 1.339  N3 1.330, N4 1.324, H13 1.115
7 C 0.897 0.978 1.013  N4 1.325, C5 1.386, H8 1.111
8 H 1.492 1.903 0.861  C7 1.111
9 H 0.848 -0.254 -3.155  O1 1.031
10 H -1.135 0.026 -0.294  O2 0.974
11 H -0.131 -0.588 -1.902  O1 1.058
12 H -1.219 1.703 1.232  C5 1.085
13 H 0.186 -2.172 1.359  C6 1.115
14 H -2.423 -0.078 -0.907  O2 0.961
15 H 1.916 -0.450 -0.015  N4 1.099

Computed properties:
spin multiplicity	2
LUMO level (alpha / beta)	-4.6 / -8.7	eV
M	104.109	g mol⁻¹
energy relative to the best compared isomer or geometry (same formula, charge and spin)	53.27	kcal/mol
expectation value of S²	0.76
charge	+1
maximum force	6.3	eV Å⁻¹
E_HOMO (alpha / beta)	-14.83 / -14.82	eV
HOMO-LUMO gap (alpha / beta)	10.22 / 6.09	eV

---

Which formula does entry 1 have?
C17H32ClN2O4PS

---

Look up the maximum force of the first one.
8.0 eV Å⁻¹

---

What is the maximum force in the third record?
6.3 eV Å⁻¹

---

Which formula does entry 1 have?
C17H32ClN2O4PS